{"formula": "C24H60AlO16P4", "method": "wB97M-V/def2-TZVPD", "charge": 2, "multiplicity": 2, "total_energy_ev": -102364.550, "species": ["Al", "C", "C", "O", "P", "O", "O", "C", "C", "O", "C", "C", "H", "H", "H", "H", "H", "H", "H", "H", "H", "H", "H", "H", "H", "H", "H", "C", "C", "O", "P", "O", "O", "C", "C", "O", "C", "C", "H", "H", "H", "H", "H", "H", "H", "H", "H", "H", "H", "H", "H", "H", "H", "C", "C", "O", "P", "O", "O", "C", "C", "O", "C", "C", "H", "H", "H", "H", "H", "H", "H", "H", "H", "H", "H", "H", "H", "H", "H", "C", "C", "O", "P", "O", "O", "C", "C", "O", "C", "C", "H", "H", "H", "H", "H", "H", "H", "H", "H", "H", "H", "H", "H", "H", "H"], "positions_angstrom": [[1.11926, 0.99638, 0.09609], [2.68504, -5.01581, 1.62144], [2.34018, -3.56631, 1.89495], [1.08221, -3.63818, 2.45991], [0.50975, -2.22292, 2.96798], [0.83804, -1.10040, 2.01296], [0.98674, -2.18191, 4.55626], [2.27981, -2.49962, 5.07450], [2.14167, -2.21662, 6.52983], [-1.12212, -2.46585, 3.08853], [-2.10274, -1.33327, 3.08209], [-2.45967, -0.96493, 4.52835], [1.92614, -5.59815, 1.09888], [3.50097, -4.94241, 0.90242], [3.07319, -5.47537, 2.53042], [3.07456, -3.11539, 2.56237], [2.29243, -3.07933, 0.92095], [2.55765, -3.53069, 4.85587], [3.07340, -1.88966, 4.64294], [1.77819, -1.19310, 6.62140], [1.51961, -3.01316, 6.93808], [3.14855, -2.17199, 6.94492], [-1.70495, -0.49982, 2.50311], [-3.01938, -1.69414, 2.61558], [-2.58710, 0.11233, 4.63493], [-3.37898, -1.50364, 4.75810], [-1.68267, -1.28818, 5.22106], [-1.07948, -2.17715, -5.75264], [-0.55411, -3.09908, -4.62919], [-0.20809, -2.19681, -3.57914], [0.17231, -2.74668, -2.10481], [0.61630, -1.60741, -1.23353], [-1.12413, -3.64015, -1.58823], [-1.31173, -4.21962, -0.23230], [-2.62549, -3.73880, 0.25392], [1.30969, -3.95046, -2.33477], [2.64170, -3.61482, -2.52281], [2.97052, -2.32516, -3.36658], [-1.51079, -2.85213, -6.49189], [-1.98184, -1.61157, -5.52030], [-0.27544, -1.70857, -6.32013], [-1.30402, -3.77180, -4.21301], [0.30398, -3.74058, -4.82981], [-1.21119, -5.30341, -0.29052], [-0.59488, -3.96208, 0.54738], [-2.66852, -2.65405, 0.15620], [-3.46363, -4.23199, -0.23841], [-2.84511, -3.98272, 1.29333], [2.96357, -3.48373, -1.48969], [3.08242, -4.44638, -3.07271], [2.38750, -2.25634, -4.28497], [2.88705, -1.35884, -2.86925], [4.00763, -2.62048, -3.52562], [6.54193, 2.72353, -2.67912], [5.89387, 3.18528, -1.31250], [5.10557, 4.25477, -1.67988], [3.55840, 4.37423, -1.33400], [2.87335, 3.13374, -0.83644], [3.53347, 5.54381, -0.24200], [3.64408, 5.41437, 1.17043], [2.74471, 6.51916, 1.74283], [3.00181, 5.15706, -2.58681], [1.59396, 5.43698, -2.74107], [1.26523, 5.31371, -4.18004], [5.78932, 2.05627, -3.09920], [6.84159, 3.51568, -3.36527], [7.41005, 2.09268, -2.48806], [5.24358, 2.40040, -0.92626], [6.71000, 3.42872, -0.63224], [3.25822, 4.43420, 1.45053], [4.66859, 5.55632, 1.51443], [3.03864, 7.55076, 1.54916], [1.78005, 6.35419, 1.26290], [2.69593, 6.42340, 2.82752], [0.80665, 4.99187, -2.13269], [1.46104, 6.49845, -2.53200], [0.25733, 4.92319, -4.32057], [1.43774, 6.22124, -4.75858], [1.73971, 4.42469, -4.59551], [-5.00949, 1.93386, -3.17853], [-3.89388, 1.86547, -2.07704], [-4.08977, 0.68512, -1.35289], [-3.27740, 0.52756, 0.08216], [-1.79884, 0.61054, 0.02526], [-3.92782, -0.79444, 0.64361], [-5.23439, -1.24443, 0.41083], [-5.72602, -1.86497, 1.68518], [-3.93598, 1.66350, 1.01160], [-3.54198, 1.90735, 2.30708], [-4.14880, 3.32448, 2.76180], [-4.90135, 0.99736, -3.72568], [-5.94657, 1.88928, -2.62357], [-4.94977, 2.72453, -3.92644], [-2.97130, 1.85990, -2.65749], [-3.94428, 2.79977, -1.51788], [-5.89035, -0.48081, -0.00712], [-5.21551, -2.04632, -0.32722], [-5.71384, -0.96325, 2.29742], [-6.74931, -2.23835, 1.64549], [-5.13060, -2.64472, 2.16012], [-3.78763, 1.09023, 2.98537], [-2.45286, 1.93640, 2.33986], [-3.69503, 3.74379, 3.65979], [-4.20984, 3.94235, 1.86592], [-5.20623, 3.23999, 3.01243]], "forces_ev_per_a": [[-0.87, -1.31, -0.10], [1.61, 0.43, -0.42], [1.09, -1.76, -1.55], [-2.81, 1.98, 1.46], [-2.02, -0.56, 1.52], [0.25, 0.09, 0.72], [-1.54, 0.63, -3.50], [0.70, 0.07, -0.29], [0.86, 0.04, -0.10], [2.15, 0.82, -0.43], [0.52, -0.44, 0.86], [0.19, -0.28, -0.46], [-0.31, 0.21, 0.47], [0.42, -0.43, 0.08], [-0.31, -0.39, -0.19], [0.04, 0.18, -0.16], [0.03, 0.60, 0.16], [-0.34, -0.20, 0.04], [-0.19, 0.36, -0.28], [-0.51, -0.27, 0.31], [0.01, 0.53, 0.58], [-0.09, -0.48, 0.41], [0.18, -0.17, -0.03], [0.60, -0.25, -0.32], [-0.17, -0.08, 0.09], [0.03, 0.28, 0.41], [0.00, 0.06, -0.05], [-0.04, -2.39, -0.75], [-1.07, 0.36, -0.41], [1.05, -0.06, 3.55], [-1.66, -2.52, -1.25], [0.54, -0.01, 0.34], [2.61, 1.58, -0.48], [0.47, -0.31, 0.37], [-1.38, -0.13, 0.20], [-3.97, 1.72, 0.54], [0.69, 1.94, -0.46], [0.02, -1.57, 0.80], [0.11, -0.35, -0.27], [0.67, 0.55, 0.59], [-0.18, 0.61, 0.52], [-0.38, 0.06, -0.38], [0.12, 0.34, -0.62], [-0.28, 0.04, -0.56], [0.71, 0.68, -0.67], [-0.16, -0.15, -0.06], [0.02, 0.32, -0.58], [0.66, -0.01, 0.26], [1.17, -0.22, -0.22], [0.13, -0.16, 0.52], [0.28, -0.30, -0.11], [0.07, -0.24, 0.32], [0.24, 1.02, -0.69], [-0.44, -1.14, 1.45], [2.04, -1.82, -2.05], [-2.56, 1.57, 0.07], [0.86, 2.15, 1.11], [-0.27, -0.53, -0.28], [-0.11, -0.66, -1.17], [-0.54, 0.99, 0.51], [0.01, -0.62, 0.05], [-0.05, -1.64, 1.13], [-0.61, 2.21, -0.46], [-0.71, -1.57, -1.15], [0.10, 0.22, -0.66], [-0.32, 0.14, 0.34], [0.10, 0.04, 0.05], [0.42, -0.20, 0.24], [-0.48, 0.47, 0.33], [0.14, -0.04, 0.25], [0.14, -0.26, -0.31], [0.39, -0.25, -0.33], [-0.27, 0.21, 0.41], [-0.28, -0.12, 0.00], [0.94, -1.03, 0.55], [0.35, 0.09, 0.49], [-0.57, 0.87, 0.16], [0.09, -0.36, -0.05], [0.88, 0.35, -0.25], [0.54, -1.32, 1.16], [-0.65, 2.00, -3.06], [1.49, -0.57, 3.01], [-2.68, 0.84, -0.86], [0.42, -0.30, 0.03], [2.35, 0.92, -0.38], [-1.33, -2.27, -1.19], [-0.59, 1.36, 0.88], [-0.38, -0.90, -2.80], [0.58, 2.07, 2.41], [-0.47, -1.92, -0.63], [-0.25, -0.08, -0.13], [-0.27, 0.32, -0.48], [0.10, 0.28, 0.57], [0.47, -0.25, 0.49], [0.09, -0.32, 0.64], [0.08, 0.20, 0.43], [0.42, 0.19, -0.49], [-0.33, -0.38, 1.05], [0.02, 0.18, -0.30], [0.36, 0.11, -0.46], [-0.59, -0.02, -0.03], [0.27, 0.36, 0.03], [0.44, 0.10, -0.48], [0.78, 0.40, 0.26], [-0.08, -0.52, 0.13]], "mulliken_charge": [1.911, -1.520, 0.266, -0.304, 0.583, -0.402, -0.246, -0.129, -1.290, -0.381, 0.924, -1.333, 0.299, 0.453, 0.357, 0.503, -0.205, 0.296, 0.329, 0.320, 0.307, 0.416, -0.028, -0.589, 0.325, 0.371, 0.346, -1.260, -0.276, -0.286, 0.864, -0.168, -0.506, 0.665, -1.203, -0.352, -0.166, -0.988, 0.437, 0.294, 0.333, 0.314, 0.366, 0.369, -0.520, 0.044, 0.486, 0.405, 0.082, 0.421, 0.242, 0.244, 0.444, -1.153, -0.146, -0.297, 0.690, -0.114, -0.259, -0.071, -1.227, -0.289, -0.281, -1.181, 0.272, 0.297, 0.386, 0.170, 0.350, 0.181, 0.317, 0.307, 0.301, 0.383, 0.369, 0.299, 0.355, 0.297, 0.338, -1.267, -0.166, -0.291, -0.264, -0.390, 0.406, -0.174, -1.160, -0.280, 0.340, -1.275, 0.290, 0.338, 0.378, 0.222, 0.356, 0.441, 0.241, 0.304, 0.400, 0.223, -0.024, 0.131, 0.378, 0.345, 0.339]}

{"formula": "C24H60BO18", "method": "wB97M-V/def2-TZVPD", "multiplicity": 2, "total_energy_ev": -63388.185, "species": ["O", "C", "O", "B", "O", "C", "O", "O", "C", "O", "C", "O", "O", "C", "C", "O", "H", "H", "H", "H", "H", "H", "C", "C", "O", "H", "H", "H", "H", "H", "H", "C", "C", "O", "H", "H", "H", "H", "H", "H", "C", "C", "O", "H", "H", "H", "H", "H", "H", "C", "C", "O", "H", "H", "H", "H", "H", "H", "C", "C", "O", "H", "H", "H", "H", "H", "H", "C", "C", "O", "H", "H", "H", "H", "H", "H", "C", "C", "O", "H", "H", "H", "H", "H", "H", "C", "C", "O", "H", "H", "H", "H", "H", "H", "C", "C", "O", "H", "H", "H", "H", "H", "H"], "positions_angstrom": [[3.20134, 0.33315, -2.61158], [2.38289, 0.06247, -1.68438], [1.08723, 0.36100, -1.68435], [0.45520, -0.20468, -0.40116], [1.46254, -1.05942, 0.22136], [2.63512, -0.94842, -0.45250], [3.65972, -1.57126, -0.15472], [-0.72497, -1.00812, -0.63500], [-1.83971, -0.53043, -0.01311], [-2.99871, -0.88806, -0.22696], [-1.35336, 0.65333, 0.85988], [-0.00279, 0.78287, 0.56911], [-2.09285, 1.39467, 1.53961], [-4.22429, 2.12415, 4.57160], [-3.79269, 3.25165, 5.41607], [-3.04754, 4.21463, 4.62343], [-5.10584, 2.47376, 4.03426], [-4.41305, 1.13389, 4.98616], [-3.49816, 2.02896, 3.76428], [-3.18041, 3.04467, 6.29378], [-4.69706, 3.55902, 5.94117], [-2.09442, 4.14558, 4.71509], [-3.45227, -4.14318, -0.72367], [-4.17181, -5.36135, -1.37699], [-5.50271, -5.36229, -0.98650], [-2.41552, -4.19704, -1.05587], [-3.49118, -4.21992, 0.36293], [-3.89919, -3.18258, -0.97984], [-3.70105, -6.26401, -0.98751], [-3.97662, -5.42078, -2.44773], [-5.97185, -4.79359, -1.60138], [2.20682, -2.00950, -5.21100], [1.51280, -0.68800, -5.42188], [2.47247, 0.40932, -5.30374], [1.58538, -2.90248, -5.14393], [2.80860, -1.97385, -4.30288], [2.80035, -2.21628, -6.10156], [0.87631, -0.50993, -4.55513], [1.00734, -0.61540, -6.38487], [2.90722, 0.39244, -4.44798], [7.82869, -2.12449, -1.67676], [6.39512, -2.28612, -1.13666], [6.04785, -3.64773, -1.14446], [7.92989, -1.06319, -1.90367], [7.87288, -2.79125, -2.53790], [8.46035, -2.54301, -0.89320], [5.76279, -1.90132, -1.93679], [6.33669, -1.77375, -0.17637], [5.21952, -3.74990, -0.67009], [5.27445, -2.81718, 2.95357], [3.80852, -2.91564, 2.48748], [2.96895, -3.54066, 3.40805], [5.93620, -2.33850, 2.23174], [5.69388, -3.68309, 3.46579], [5.26429, -2.07544, 3.75222], [3.76005, -3.48122, 1.55695], [3.33668, -1.94528, 2.33307], [3.40601, -4.37958, 3.57174], [-3.84101, 4.42269, 1.55461], [-3.85560, 3.84205, 0.10772], [-4.81501, 4.34430, -0.88525], [-3.75865, 5.50594, 1.64333], [-3.02412, 4.06219, 2.17978], [-4.76475, 4.10093, 2.03552], [-3.90220, 2.75758, 0.20705], [-2.84447, 4.04340, -0.24608], [-5.18664, 3.51180, -1.18596], [1.86360, 3.95595, -1.83046], [2.52029, 3.85392, -3.13269], [3.71032, 3.03014, -3.04540], [1.49735, 2.95174, -1.61717], [0.99137, 4.60616, -1.89790], [2.48339, 4.30591, -1.00494], [2.86949, 4.75274, -3.64091], [1.87999, 3.37663, -3.87453], [3.46934, 2.10111, -3.06567], [1.81930, 4.76746, 2.44097], [0.79576, 3.86555, 1.89435], [-0.14724, 3.40127, 2.90289], [1.59923, 5.78883, 2.13034], [2.78051, 4.53770, 1.98120], [1.90814, 4.59137, 3.51298], [1.29854, 2.94811, 1.58838], [0.31081, 4.18280, 0.97116], [-0.73084, 2.81260, 2.41867], [-5.23902, -0.03810, -3.92930], [-4.62453, 0.40231, -2.60304], [-5.41318, -0.11876, -1.55288], [-4.49035, 0.14188, -4.70080], [-6.21493, 0.41205, -4.11111], [-5.42662, -1.11184, -3.92912], [-4.59101, 1.49150, -2.62851], [-3.62204, -0.00586, -2.47449], [-4.87108, -0.77811, -1.11357], [-0.52016, -2.21022, 3.08764], [-0.96178, -3.64621, 3.04106], [-0.18123, -4.34283, 3.97859], [0.47483, -2.19586, 2.64277], [-0.58221, -1.72821, 4.06330], [-1.10584, -1.55775, 2.44006], [-0.88574, -4.11371, 2.05935], [-2.01816, -3.56550, 3.29728], [0.63005, -4.69325, 3.60359]], "forces_ev_per_a": [[-2.17, -0.37, 2.54], [0.17, -0.76, -1.61], [1.72, -0.13, 0.67], [-1.20, -0.61, 1.26], [2.35, 0.69, -1.80], [1.29, -1.64, 1.73], [-2.80, 2.26, -1.61], [-1.80, -0.07, -0.51], [-1.25, -0.85, -1.38], [3.33, 0.82, 0.89], [-0.84, 2.03, 0.72], [-1.96, 1.22, 0.83], [3.30, -2.45, -2.12], [0.08, -0.60, -1.97], [1.51, 0.35, 1.55], [-1.71, 0.40, 0.29], [-0.32, -0.31, 0.03], [0.00, 0.28, 0.42], [0.21, -0.43, 0.06], [0.41, -0.79, -0.16], [-0.05, 1.54, -0.51], [-0.04, -0.48, 0.33], [-0.05, -0.96, -0.60], [1.67, 0.84, 1.18], [-1.09, -0.36, -0.45], [0.19, 0.43, 0.14], [0.02, -0.14, -0.02], [0.07, -0.11, -0.28], [-0.12, -0.13, 0.20], [-0.42, 0.31, -0.29], [-0.27, 0.07, 0.13], [0.68, -0.71, -0.39], [0.76, 0.84, 0.74], [-1.09, -0.52, -1.73], [-0.65, 0.46, 0.19], [0.21, -0.07, -0.16], [0.50, 0.15, 0.22], [-0.73, 0.01, -0.01], [0.07, 0.33, 0.29], [0.33, -0.45, 1.14], [-1.47, -1.05, 0.85], [0.67, 0.35, -1.85], [0.30, -0.91, 0.89], [0.66, -0.21, -0.03], [0.37, 0.38, -0.25], [0.60, 0.49, -0.23], [-0.36, 1.14, 0.54], [-0.56, -0.13, -0.01], [-0.12, 0.01, 0.06], [-0.78, 1.55, 0.95], [0.69, 0.00, -0.80], [-0.12, -0.77, 0.89], [0.03, -0.62, -0.35], [-0.05, -0.42, -0.69], [-0.02, 0.14, 0.31], [0.00, 0.16, -0.35], [0.48, 0.07, -0.21], [-0.26, -0.32, 0.43], [-1.20, -0.12, -0.63], [1.28, 0.74, 0.65], [0.84, -0.78, 1.54], [-0.23, 0.09, -0.45], [0.06, -0.45, -0.45], [-0.03, 0.23, 0.28], [-0.38, -0.05, -0.14], [0.10, 0.05, -0.58], [-0.46, 0.23, -0.33], [-1.04, -0.17, 1.47], [1.66, -0.44, -2.46], [-0.20, 1.22, -0.16], [-0.13, 0.07, 0.46], [-0.01, 0.05, -0.10], [0.17, -0.01, -0.24], [0.03, 0.36, 0.65], [-0.37, -0.17, 0.14], [-0.25, -1.02, 0.28], [0.51, 0.92, -0.21], [-0.67, -2.85, -0.02], [0.50, 1.19, -0.63], [0.04, 0.27, 0.79], [0.13, -0.05, 0.08], [-0.02, 0.45, -0.02], [0.23, -0.23, -0.21], [-0.38, 0.60, 0.17], [-0.48, -0.32, 0.11], [0.54, -0.50, 0.14], [-0.61, -0.85, -0.60], [-0.26, 0.42, 0.30], [-0.38, 0.30, -0.44], [0.26, 0.36, -0.14], [0.15, -0.13, 0.16], [0.06, 0.17, 0.55], [0.23, 0.27, -0.33], [-0.03, 0.09, 0.32], [0.63, 0.78, -1.49], [-0.13, 0.93, 0.19], [-0.59, -0.92, 0.92], [0.35, 0.46, 0.53], [0.29, -0.51, 0.14], [-0.40, -0.12, -0.23], [-0.01, 0.25, -0.21], [-0.11, -1.12, 0.48], [-0.04, 0.35, -0.31]], "mulliken_charge": [-1.097, 0.682, -0.345, 1.738, -0.523, 0.382, -0.523, -0.817, 0.278, -0.601, 0.579, -0.487, -0.563, -0.536, -0.393, -0.470, 0.234, 0.424, -0.094, 0.333, 0.266, 0.266, -0.143, -0.616, -0.504, 0.251, 0.212, -0.105, 0.339, 0.311, 0.310, -0.879, -0.004, -0.361, 0.348, 0.171, 0.328, 0.136, 0.348, 0.517, -1.248, 0.408, -0.594, 0.331, 0.319, 0.325, -0.006, 0.153, 0.323, -1.155, 0.199, -0.468, 0.220, 0.382, 0.356, 0.193, -0.001, 0.304, -0.710, 0.078, -0.575, 0.390, 0.057, 0.175, 0.155, 0.064, 0.367, -0.437, -0.348, -0.305, -0.049, 0.388, 0.279, 0.369, 0.247, 0.398, -1.311, 0.744, -0.510, 0.311, 0.321, 0.389, -0.243, 0.182, 0.105, -1.289, 0.411, -0.566, 0.333, 0.313, 0.317, 0.161, -0.038, 0.396, -0.044, -0.355, -0.545, -0.142, 0.389, -0.131, 0.225, 0.297, 0.301]}

- Which value of multiplicity does entry 1 give?
  2